<P>
A cluster of 2 separate species, CH7N2O in total. Source: the OMol25 dataset; level of theory: ωB97M-V/def2-TZVPD.

XYZ file:
```
11
Properties=species:S:1:pos:R:3
N 0.270 0.419 -0.777
C 0.469 -0.611 0.027
N 1.522 -1.394 -0.134
H 0.800 0.555 -1.649
H -0.627 0.956 -0.729
H -0.196 -0.846 0.857
H 1.704 -2.161 0.531
H 2.126 -1.345 -0.969
H -2.619 0.950 1.002
H -1.657 2.145 1.175
O -1.793 1.333 0.665
```

Output
Charge   +2
HOMO-LUMO gap (spin up / spin down)   10.274 / 4.564 eV
Spin multiplicity   2
⟨S²⟩   0.789

Atomic partial charges in e from the Löwdin method, atoms 1 to 6: atom 1 (N): 0.40, atom 2 (C): 0.00, atom 3 (N): 0.41, atom 4 (H): 0.21, atom 5 (H): 0.16, atom 6 (H): 0.19

***

<Q>
A cluster of 2 separate species, CH7N2O in total. Source: the OMol25 dataset; level of theory: ωB97M-V/def2-TZVPD.

XYZ file:
```
11
Properties=species:S:1:pos:R:3
N 0.467 -0.630 0.734
C -0.591 -0.751 -0.242
N -1.394 0.414 -0.354
H -0.120 -0.834 -1.251
H 0.280 -1.245 1.533
H -1.269 -1.620 -0.209
H -2.371 0.348 -0.685
H -1.291 1.121 0.382
H 2.812 1.595 0.088
H 1.513 0.387 0.288
O 1.964 1.215 -0.284
```

Output
Charge   +2
HOMO-LUMO gap (spin up / spin down)   7.914 / 9.608 eV
Spin multiplicity   2
⟨S²⟩   1.754

Atomic partial charges in e from the Löwdin method, atoms 1 to 6: atom 1 (N): 0.22, atom 2 (C): -0.20, atom 3 (N): 0.36, atom 4 (H): 0.20, atom 5 (H): 0.15, atom 6 (H): 0.19

***

Least stable structure: <Q>

***

<P>
A cluster of 2 separate species, C5H16NO in total. Source: the OMol25 dataset; level of theory: ωB97M-V/def2-TZVPD.

XYZ file:
```
23
Properties=species:S:1:pos:R:3
C -0.722 0.458 1.364
C -0.360 -0.024 -0.024
C 0.252 1.007 -1.033
C -0.953 1.721 -1.709
C 1.177 2.017 -0.314
N 0.730 -1.114 0.181
H -1.525 1.179 1.179
H 0.084 1.023 1.838
H -1.067 -0.285 2.076
H -1.216 -0.569 -0.415
H 0.867 0.352 -1.645
H -0.472 2.538 -2.240
H -1.669 2.096 -0.984
H -1.449 1.031 -2.391
H 1.921 2.606 -0.836
H 1.694 1.368 0.410
H 0.601 2.687 0.326
H 1.602 -0.835 0.637
H 1.125 -1.553 -0.661
H 0.351 -1.895 0.729
H -0.324 -4.652 0.392
H -0.510 -4.887 1.887
O -0.137 -4.268 1.234
```

Output
Charge   +1
HOMO-LUMO gap   12.012 eV

Atomic partial charges in e from the Löwdin method, atoms 1 to 6: atom 1 (C): -0.04, atom 2 (C): -0.29, atom 3 (C): -0.36, atom 4 (C): -0.04, atom 5 (C): -0.05, atom 6 (N): 0.20

***

<Q>
A cluster of 2 separate species, C5H16NO in total. Source: the OMol25 dataset; level of theory: ωB97M-V/def2-TZVPD.

XYZ file:
```
23
Properties=species:S:1:pos:R:3
C 0.960 0.186 0.415
C -0.475 -0.348 0.529
C -1.650 0.509 -0.037
C -2.140 0.237 -1.545
C -2.255 -1.215 -2.003
N 1.284 0.947 1.725
H 1.062 1.046 -0.294
H 1.770 -0.517 0.264
H -0.470 -1.302 -0.026
H -0.711 -0.500 1.607
H -2.462 0.757 0.614
H -1.024 1.385 -0.272
H -3.035 0.845 -1.480
H -1.344 0.663 -2.177
H -1.485 -1.846 -1.569
H -2.220 -1.153 -3.112
H -3.251 -1.527 -1.661
H 1.270 0.372 2.564
H 2.163 1.466 1.789
H 0.569 1.686 1.827
H 4.729 -1.296 1.115
H 4.615 0.156 0.644
O 4.099 -0.549 1.082
```

Output
Charge   +1
HOMO-LUMO gap   10.704 eV

Atomic partial charges in e from the Löwdin method, atoms 1 to 6: atom 1 (C): -0.12, atom 2 (C): -0.18, atom 3 (C): -0.17, atom 4 (C): -0.23, atom 5 (C): -0.10, atom 6 (N): 0.17

***

<R>
A cluster of 3 separate species, C5H16NO in total. Source: the OMol25 dataset; level of theory: ωB97M-V/def2-TZVPD.

XYZ file:
```
23
Properties=species:S:1:pos:R:3
C -0.453 -2.373 -0.892
C -0.212 -2.031 0.626
C -0.706 -0.687 0.887
C 0.001 0.343 1.672
C 0.789 -0.259 2.861
N -0.448 3.156 -2.886
H 0.246 -1.804 -1.505
H -0.276 -3.428 -1.083
H 0.853 -2.126 0.824
H -0.764 -2.773 1.210
H -1.773 -0.674 1.136
H 0.377 0.481 -0.685
H -0.726 1.070 2.030
H 0.758 0.880 1.080
H 0.178 -0.889 3.506
H 1.549 -0.936 2.465
H 1.339 0.477 3.439
H -1.434 -2.123 -1.300
H 0.438 3.519 -2.592
H -0.222 2.517 -3.632
H 0.271 1.669 -1.622
H -1.103 3.805 -3.278
O 0.882 0.990 -1.299
```

Output
Charge   +1
HOMO-LUMO gap   6.013 eV

Atomic partial charges in e from the Löwdin method, atoms 1 to 6: atom 1 (C): -0.03, atom 2 (C): -0.17, atom 3 (C): 0.12, atom 4 (C): -0.18, atom 5 (C): -0.03, atom 6 (N): 0.03

***

Least stable structure: <R>

***

<P>
A cluster of 2 separate species, C2H5OPS in total. Source: the OMol25 dataset; level of theory: ωB97M-V/def2-TZVPD.

XYZ file:
```
10
Properties=species:S:1:pos:R:3
O -4.146 0.402 0.725
P -3.105 0.348 -0.216
S -2.737 -1.784 -0.554
H -1.614 -1.374 -1.174
C 1.790 0.914 -0.303
C 1.981 -0.018 0.619
H 0.826 1.266 -0.490
H 2.686 1.094 -0.987
H 2.997 -0.496 0.930
H 1.323 -0.352 1.450
```

Output
Charge   0
HOMO-LUMO gap   9.215 eV
SMILES   O=PS.C=C

Atomic partial charges in e from the Löwdin method, atoms 1 to 6: atom 1 (O): -0.56, atom 2 (P): 0.50, atom 3 (S): 0.30, atom 4 (H): -0.24, atom 5 (C): -0.09, atom 6 (C): -0.12

***

<Q>
An isolated molecule of C2H5OPS. Source: the OMol25 dataset; level of theory: ωB97M-V/def2-TZVPD.

XYZ file:
```
10
Properties=species:S:1:pos:R:3
O 2.839 0.269 0.354
C 1.545 -0.111 0.344
P 0.434 0.869 -0.443
C -1.097 -0.163 -0.693
S -2.549 0.457 0.327
H 2.880 1.142 -0.017
H 1.123 -1.093 0.820
H -1.607 0.049 -1.739
H -1.052 -1.174 -0.422
H -2.516 -0.244 1.470
```

Output
Charge   0
HOMO-LUMO gap   8.954 eV
SMILES   O/C=P/CS

Atomic partial charges in e from the Löwdin method, atoms 1 to 6: atom 1 (O): -0.08, atom 2 (C): -0.54, atom 3 (P): 0.85, atom 4 (C): -0.81, atom 5 (S): 0.55, atom 6 (H): 0.06

***

Least stable structure: <Q>

***

<P>
A structure of composition C2H5OPS. Source: the OMol25 dataset; level of theory: ωB97M-V/def2-TZVPD.

XYZ file:
```
10
Properties=species:S:1:pos:R:3
C -0.180 -0.951 1.004
C -0.563 0.094 -1.198
O 1.137 1.315 0.327
P -0.431 0.892 0.497
S -0.955 -1.736 -0.444
H 0.889 -1.121 0.858
H -0.456 -1.216 2.119
H -1.313 0.420 -2.031
H 0.468 0.104 -1.668
H 1.405 2.199 0.535
```

Output
Charge   0
HOMO-LUMO gap   9.037 eV

Atomic partial charges in e from the Löwdin method, atoms 1 to 6: atom 1 (C): -0.71, atom 2 (C): -0.55, atom 3 (O): -0.36, atom 4 (P): 0.78, atom 5 (S): 0.63, atom 6 (H): 0.01

***

<Q>
An isolated molecule of C2H5OPS. Source: the OMol25 dataset; level of theory: ωB97M-V/def2-TZVPD.

XYZ file:
```
10
Properties=species:S:1:pos:R:3
O -3.091 0.461 -0.019
C -1.892 -0.029 0.304
P -0.391 0.639 -0.281
C 1.322 -0.282 0.121
S 3.219 0.349 0.040
H -3.009 0.897 -0.811
H -1.912 -0.705 1.158
H 1.069 -0.517 1.147
H 1.199 -1.295 -0.448
H 3.486 0.481 -1.211
```

Output
Charge   0
HOMO-LUMO gap   8.795 eV
SMILES   O/C=P/CS

Atomic partial charges in e from the Löwdin method, atoms 1 to 6: atom 1 (O): -0.04, atom 2 (C): -0.55, atom 3 (P): 0.85, atom 4 (C): -0.72, atom 5 (S): 0.59, atom 6 (H): 0.03

***

Least stable structure: <Q>

***

<P>
An isolated molecule of C5H4N2O. Source: the OMol25 dataset; level of theory: ωB97M-V/def2-TZVPD.

XYZ file:
```
12
Properties=species:S:1:pos:R:3
O -1.428 2.092 0.890
C -0.905 1.066 0.546
C -0.063 0.271 1.472
N 0.899 -0.569 1.259
C 1.381 -0.944 0.018
C 0.750 -0.812 -1.204
N -0.444 -0.217 -1.513
C -1.192 0.509 -0.798
H -0.439 0.422 2.509
H 2.311 -1.466 0.026
H 1.297 -1.193 -2.017
H -2.166 0.840 -1.188
```

Output
Charge   0
HOMO-LUMO gap   8.863 eV
SMILES   O=c1cnccnc1

Atomic partial charges in e from the Löwdin method, atoms 1 to 6: atom 1 (O): 0.10, atom 2 (C): -0.39, atom 3 (C): -0.04, atom 4 (N): 0.08, atom 5 (C): -0.10, atom 6 (C): -0.11

***

<Q>
A cluster of 2 separate species, C5H4N2O in total. Source: the OMol25 dataset; level of theory: ωB97M-V/def2-TZVPD.

XYZ file:
```
12
Properties=species:S:1:pos:R:3
C 1.907 2.553 0.465
C 1.920 1.390 0.704
C 1.481 -0.831 1.276
C 0.466 -1.624 0.709
C -0.639 -1.019 -0.009
N 2.306 -1.460 2.044
N 0.776 -2.822 1.147
O 1.832 -2.696 1.976
H 1.747 3.593 0.439
H -0.858 -1.660 -0.959
H -1.519 -1.162 0.563
H -0.375 -0.075 -0.296
```

Output
Charge   0
HOMO-LUMO gap   9.242 eV

Atomic partial charges in e from the Löwdin method, atoms 1 to 6: atom 1 (C): -0.06, atom 2 (C): 0.02, atom 3 (C): -0.02, atom 4 (C): -0.34, atom 5 (C): -0.01, atom 6 (N): 0.10

***

<R>
A structure of composition C5H4N2O. Source: the OMol25 dataset; level of theory: ωB97M-V/def2-TZVPD.

XYZ file:
```
12
Properties=species:S:1:pos:R:3
C -2.213 -0.693 -0.315
C 0.705 0.584 0.835
C 1.775 -0.230 0.128
C 2.362 -1.074 -0.580
C 0.308 1.796 0.033
H -2.280 -1.631 0.674
H -2.846 -0.664 -1.200
H 0.779 1.027 1.809
H 3.138 -1.710 -1.221
N -1.201 -0.058 -0.485
N 0.075 2.823 -0.542
O -0.600 -0.169 0.863
```

Output
Charge   0
HOMO-LUMO gap   11.374 eV

Atomic partial charges in e from the Löwdin method, atoms 1 to 6: atom 1 (C): -0.07, atom 2 (C): -0.27, atom 3 (C): -0.06, atom 4 (C): 0.11, atom 5 (C): -0.19, atom 6 (H): 0.21

***

Least stable structure: <Q>

***

<P>
An isolated molecule of C6H6N2O2. Source: the OMol25 dataset; level of theory: ωB97M-V/def2-TZVPD.

XYZ file:
```
16
Properties=species:S:1:pos:R:3
O -3.619 0.333 0.192
N -2.689 -0.593 0.005
C -1.491 -0.205 -0.096
C -0.470 -1.272 -0.106
C 0.874 -1.101 -0.074
C 1.504 0.267 -0.057
N 2.709 0.622 0.009
O 3.590 -0.439 0.212
C 0.484 1.365 -0.146
C -0.858 1.089 -0.038
H -4.488 -0.205 0.109
H -0.864 -2.278 -0.155
H 1.442 -2.013 -0.109
H 4.431 -0.058 0.011
H 0.841 2.434 -0.118
H -1.520 1.905 0.039
```

Output
Charge   0
HOMO-LUMO gap   8.040 eV
SMILES   ON=C1C=CC(=NO)C=C1

Atomic partial charges in e from the Löwdin method, atoms 1 to 6: atom 1 (O): -0.03, atom 2 (N): 0.00, atom 3 (C): -0.31, atom 4 (C): -0.02, atom 5 (C): 0.01, atom 6 (C): -0.29

***

<Q>
A cluster of 2 separate species, C6H6N2O2 in total. Source: the OMol25 dataset; level of theory: ωB97M-V/def2-TZVPD.

XYZ file:
```
16
Properties=species:S:1:pos:R:3
O -3.434 -0.548 0.373
C -2.228 -0.065 0.301
C -1.898 1.400 0.116
C -0.633 1.714 -0.193
N 0.316 0.669 -0.288
C -0.015 -0.698 -0.387
O 0.702 -1.526 -0.763
N -1.204 -0.996 0.222
H -2.822 2.131 -0.044
H -0.152 2.661 -0.762
H 1.349 0.886 -0.671
H -1.752 -1.974 -0.031
C 4.649 0.327 -0.010
C 3.974 -0.141 0.902
H 5.041 0.760 -0.806
H 3.320 -0.804 1.527
```

Output
Charge   0
HOMO-LUMO gap   9.900 eV
SMILES   O=c1cc[nH]c(=O)[nH]1.C#C

Atomic partial charges in e from the Löwdin method, atoms 1 to 6: atom 1 (O): -0.03, atom 2 (C): -0.39, atom 3 (C): -0.02, atom 4 (C): -0.11, atom 5 (N): 0.07, atom 6 (C): -0.60

***

Least stable structure: <P>